1.
Density functional theory data (ωB97M-V/def2-TZVPD) for 2 unconnected molecules or ions with the total composition C5H9BrClF in a non-equilibrium geometry.

Bonds (Å) are listed after each position.
Cartesian coordinates (Å):
1 C -0.84468 -0.75237 0.99999  C4 1.439, H9 1.075, H10 1.140, H11 1.056
2 C 0.43068 0.25260 -2.04191  C5 1.503, H12 1.167, H13 1.059, H14 1.163
3 C 0.70492 0.28671 2.73579  C4 1.614, F6 1.310, Cl7 1.831, H15 1.065
4 C 0.39584 -0.04811 1.18724  C1 1.439, C3 1.614, H16 1.116
5 C 0.01393 1.11175 -0.88175  C2 1.503, Br8 1.902, H17 1.079
6 F 1.72301 1.11082 2.75610  C3 1.310
7 Cl 1.14812 -1.30574 3.52284  C3 1.831
8 Br -1.79358 1.69685 -0.97851  C5 1.902
9 H -0.83850 -1.46909 0.19874  C1 1.075
10 H -1.05716 -1.36397 1.93889  C1 1.140
11 H -1.57597 -0.02407 0.77766  C1 1.056
12 H 0.13064 -0.84894 -1.80005  C2 1.167
13 H 1.47932 0.19033 -2.17319  C2 1.059
14 H -0.13293 0.58308 -3.00408  C2 1.163
15 H -0.07598 0.82903 3.21615  C3 1.065
16 H 1.33691 -0.29426 0.64062  C4 1.116
17 H 0.70307 1.91104 -0.65622  C5 1.079

Computed properties:
Charge: 0
DFT total energy: -3329.83831 hartree
LUMO energy (spin up / spin down): -0.073 / -0.178 eV
M: 203.48 g mol⁻¹
Frontier orbital gap (spin up / spin down): 8.36 / 8.28 eV



2.
Density functional theory data (ωB97M-V/def2-TZVPD) for C5H9BrO in the gas phase in a non-equilibrium geometry.

Bonds (Å) are listed after each position.
Cartesian coordinates (Å):
1 C 0.63281 -1.54906 -0.15254  C3 1.536, O6 1.478, H8 1.085, H9 1.072
2 C 0.89061 0.00917 -1.66040  C3 1.572, O6 1.588, Br7 1.869, H10 1.061
3 C 0.06237 -0.13440 -0.33248  C1 1.536, C2 1.572, C4 1.452, C5 1.538
4 C -1.38015 0.00308 -0.42346  C3 1.452, H11 1.043, H12 1.169, H13 1.078
5 C 0.71619 0.84675 0.65446  C3 1.538, H14 1.113, H15 1.016, H16 1.094
6 O 1.43107 -1.45953 -1.39287  C1 1.478, C2 1.588
7 Br -0.01245 0.24195 -3.27971  C2 1.869
8 H 1.32052 -1.60933 0.68467  C1 1.085
9 H 0.03602 -2.42151 -0.33084  C1 1.072
10 H 1.77265 0.58965 -1.55682  C2 1.061
11 H -1.76072 -0.60900 -1.17793  C4 1.043
12 H -1.39090 1.10448 -0.81427  C4 1.169
13 H -2.07436 0.13078 0.39086  C4 1.078
14 H 0.29537 1.87628 0.61775  C5 1.113
15 H 1.71192 1.04061 0.71768  C5 1.016
16 H 0.62709 0.48713 1.68361  C5 1.094

Computed properties:
Charge: 0
DFT total energy: -2845.08073 hartree
Energy above the lowest of the compared OMol25 structures with the same formula, charge and spin: 67.2 kJ/mol
LUMO energy: 0.796 eV
SMILES: CC1(C)CO[C@H]1Br
M: 165.03 g mol⁻¹
Frontier orbital gap: 10.71 eV



- The lowest M belongs to which entry?
  C5H9BrO